No. 1
Formula: C4H8N2O
Source: the OMol25 dataset
Level of theory: wB97M-V/def2-TZVPD

**HOMO**: -7.82 eV
**HOMO-LUMO gap**: 8.7 eV
**2S+1**: 1

Each line ends with the natural charge from an NBO analysis.
Geometry (Å):
1 N -0.569 0.198 0.939  -0.51
2 C 0.080 -0.620 -0.439  0.21
3 N -0.260 -0.242 2.249  -0.64
4 C -0.086 1.570 -1.588  0.31
5 C -0.034 0.180 -1.592  -0.55
6 C 0.788 -1.702 -0.156  -0.50
7 O -0.210 2.288 -0.525  -0.71
8 H -0.400 1.445 0.505  0.48
9 H -1.579 0.203 0.839  0.38
10 H 0.357 0.425 2.702  0.36
11 H 0.255 -1.122 2.243  0.36
12 H -0.235 2.074 -2.548  0.16
13 H -0.275 -0.337 -2.511  0.23
14 H 1.483 -2.101 -0.879  0.23
15 H 0.683 -2.258 0.763  0.19

No. 2
Formula: C4H8N2O
Source: the OMol25 dataset
Level of theory: wB97M-V/def2-TZVPD

**HOMO (alpha / beta)**: -7.20 / -7.20 eV
**HOMO-LUMO gap (alpha / beta)**: 7.4 / 7.4 eV
**2S+1**: 1

Each line ends with the natural charge from an NBO analysis.
Geometry (Å):
1 C -0.562 1.326 -0.039  0.39
2 C 0.897 -0.889 -0.662  -0.44
3 C 0.044 -1.683 0.277  -0.64
4 N 0.571 1.180 0.698  -0.74
5 C 1.407 0.376 -0.470  0.56
6 N -1.710 0.810 0.373  -0.71
7 O 2.237 1.064 -1.040  -0.66
8 H 1.111 2.040 0.715  0.40
9 H -0.601 1.910 -0.959  0.19
10 H 1.386 -1.432 -1.464  0.22
11 H -1.722 0.272 1.227  0.42
12 H -2.509 0.756 -0.240  0.41
13 H 0.087 -1.292 1.295  0.21
14 H 0.380 -2.723 0.312  0.22
15 H -1.017 -1.714 -0.022  0.18

No. 3
Formula: C4H8N2O
Source: the OMol25 dataset
Level of theory: wB97M-V/def2-TZVPD

**HOMO**: -8.72 eV
**HOMO-LUMO gap**: 9.5 eV
**Structure (SMILES)**: Cc1c[nH]cn1.O
**2S+1**: 1

Each line ends with the natural charge from an NBO analysis.
Geometry (Å):
1 N -0.360 0.320 -0.017  -0.49
2 C 0.296 1.397 -0.541  0.18
3 C 1.886 -0.179 -0.581  -0.15
4 C 0.656 -0.676 -0.116  0.11
5 N 1.561 1.152 -0.912  -0.52
6 C 0.337 -2.055 0.134  -0.65
7 H 0.045 2.453 -0.637  0.20
8 H 2.821 -0.736 -0.652  0.23
9 H 2.209 1.896 -1.185  0.42
10 H 0.215 -2.332 1.194  0.23
11 H 1.075 -2.735 -0.325  0.22
12 H -0.630 -2.190 -0.379  0.23
13 O -3.431 1.525 1.602  -0.96
14 H -4.105 0.931 1.199  0.47
15 H -2.577 1.230 1.215  0.49

No. 4
Formula: C4H8N2O
Source: the OMol25 dataset
Level of theory: wB97M-V/def2-TZVPD

**HOMO**: -7.91 eV
**HOMO-LUMO gap**: 8.8 eV
**Structure (SMILES)**: [H]/N=C/C.NC#CO
**2S+1**: 1

Each line ends with the natural charge from an NBO analysis.
Geometry (Å):
1 C -1.013 -0.561 -2.536  -0.68
2 C 1.326 -0.028 3.092  0.19
3 C -0.154 0.604 -2.200  0.17
4 N -0.555 -0.524 1.447  -0.85
5 C 0.408 -0.237 2.344  0.03
6 O 2.201 0.275 4.035  -0.67
7 N -0.100 1.045 -1.027  -0.65
8 H 1.749 0.538 4.847  0.49
9 H 0.510 1.843 -0.871  0.36
10 H -0.579 -1.504 1.190  0.37
11 H -0.535 0.081 0.625  0.42
12 H 0.408 1.023 -3.046  0.15
13 H -0.392 -1.376 -2.907  0.23
14 H -1.707 -0.288 -3.330  0.23
15 H -1.567 -0.890 -1.662  0.23

No. 5
Formula: C4H8N2O
Source: the OMol25 dataset
Level of theory: wB97M-V/def2-TZVPD

**HOMO**: -9.93 eV
**HOMO-LUMO gap**: 10.8 eV
**Structure (SMILES)**: CN[C@H](C#N)CO
**2S+1**: 1

Each line ends with the natural charge from an NBO analysis.
Geometry (Å):
1 C -1.045 -1.787 -0.671  -0.42
2 N -1.090 -0.525 0.053  -0.60
3 C -0.075 0.414 -0.346  -0.16
4 C 0.070 1.561 0.689  -0.07
5 O 1.022 1.120 1.641  -0.74
6 C 1.361 -0.033 -0.311  0.30
7 N 2.518 -0.036 -0.212  -0.38
8 H -0.072 -2.301 -0.591  0.18
9 H -1.827 -2.451 -0.293  0.21
10 H -1.246 -1.605 -1.733  0.20
11 H -1.011 -0.686 1.053  0.37
12 H -0.264 0.725 -1.382  0.23
13 H -0.902 1.723 1.179  0.21
14 H 0.365 2.503 0.204  0.18
15 H 1.896 0.906 1.162  0.49

No. 6
Formula: C4H8N2O
Source: the OMol25 dataset
Level of theory: wB97M-V/def2-TZVPD

**HOMO**: -8.73 eV
**HOMO-LUMO gap**: 9.3 eV
**Structure (SMILES)**: Cc1c[nH]cn1.O
**2S+1**: 1

Each line ends with the natural charge from an NBO analysis.
Geometry (Å):
1 C 0.515 -2.372 -1.568  -0.66
2 C 0.434 -0.962 -1.222  0.08
3 C -0.346 0.063 -1.679  -0.12
4 N -0.110 1.136 -0.744  -0.56
5 C 0.752 0.613 0.222  0.19
6 N 1.027 -0.621 -0.008  -0.46
7 H -0.135 -2.717 -2.402  0.22
8 H 1.474 -2.813 -1.986  0.22
9 H 0.536 -2.919 -0.643  0.24
10 H -0.982 0.036 -2.540  0.22
11 H -0.426 2.066 -0.967  0.42
12 H 1.052 1.342 0.936  0.19
13 H -1.970 2.572 4.540  0.47
14 H -0.797 2.129 3.590  0.47
15 O -1.024 2.448 4.470  -0.95

No. 7
Formula: C4H8N2O
Source: the OMol25 dataset
Level of theory: wB97M-V/def2-TZVPD

**HOMO**: -9.24 eV
**HOMO-LUMO gap**: 10.3 eV
**Structure (SMILES)**: C=NCC(=C)ON
**2S+1**: 1

Each line ends with the natural charge from an NBO analysis.
Geometry (Å):
1 C 0.020 -0.117 -1.158  -0.32
2 C -0.161 -0.776 0.123  0.30
3 N -2.021 0.716 0.679  -0.53
4 C 1.904 1.222 -0.383  -0.08
5 C 0.498 -1.643 0.873  -0.45
6 O -1.722 -0.624 0.245  -0.46
7 N 1.628 0.230 -1.136  -0.39
8 H -2.830 0.958 0.107  0.34
9 H -2.370 0.573 1.626  0.34
10 H -0.495 0.832 -1.312  0.22
11 H -0.111 -0.798 -2.000  0.23
12 H 1.167 1.725 0.269  0.15
13 H 2.925 1.631 -0.367  0.17
14 H 0.010 -2.123 1.712  0.23
15 H 1.559 -1.807 0.722  0.23

No. 8
Formula: C4H8N2O
Source: the OMol25 dataset
Level of theory: wB97M-V/def2-TZVPD

**HOMO**: -21.69 eV
**HOMO-LUMO gap**: 9.9 eV
**Net charge**: +2
**2S+1**: 1

Each line ends with the natural charge from an NBO analysis.
Geometry (Å):
1 C -0.671 -1.187 0.366  0.12
2 C 0.767 -1.223 0.402  0.13
3 C -2.385 0.561 -0.138  -0.49
4 C 2.361 0.567 -0.177  -0.49
5 N -1.109 0.019 0.035  0.12
6 N 1.116 -0.013 0.014  0.13
7 O -0.008 0.807 -0.231  -0.01
8 H -1.267 -2.180 0.424  0.35
9 H 1.447 -1.961 0.406  0.30
10 H -3.075 0.038 -0.807  0.32
11 H -2.997 0.708 0.720  0.31
12 H -2.134 1.538 -0.539  0.29
13 H 3.086 -0.158 -0.542  0.31
14 H 2.186 1.565 -0.785  0.32
15 H 2.682 0.918 0.853  0.31

No. 9
Formula: C4H8N2O2
Source: the OMol25 dataset
Level of theory: wB97M-V/def2-TZVPD

**HOMO (alpha / beta)**: 0.15 / -4.44 eV
**⟨S²⟩**: 0.770
**HOMO-LUMO gap (alpha / beta)**: 3.7 / 8.3 eV
**Net charge**: -1
**2S+1**: 2

Each line ends with the natural charge from an NBO analysis.
Geometry (Å):
1 O -0.974 1.561 -0.562  -0.75
2 C -0.044 0.943 0.002  0.44
3 N 1.123 1.538 0.458  -0.63
4 C 1.153 2.898 0.856  0.35
5 O 2.267 3.474 0.819  -0.75
6 C -0.109 -0.534 0.363  -0.30
7 N -0.082 -1.356 -0.845  -0.65
8 C -1.089 -2.424 -0.816  -0.41
9 H 2.035 1.107 0.475  0.38
10 H 0.194 3.278 1.243  0.11
11 H 0.688 -0.722 1.106  0.17
12 H -1.030 -0.692 1.005  0.15
13 H -0.133 -0.812 -1.696  0.37
14 H -0.737 -3.346 -1.339  0.17
15 H -2.038 -2.143 -1.269  0.17
16 H -1.223 -2.769 0.199  0.19

No. 10
Formula: C4H8N2O2
Source: the OMol25 dataset
Level of theory: wB97M-V/def2-TZVPD

**HOMO**: -9.36 eV
**HOMO-LUMO gap**: 9.9 eV
**Structure (SMILES)**: CON(C)/C=N/C=O
**2S+1**: 1

Each line ends with the natural charge from an NBO analysis.
Geometry (Å):
1 C 0.896 0.054 1.957  -0.26
2 C 1.206 -1.525 -0.982  -0.42
3 C -0.573 0.193 -0.596  0.34
4 C -2.193 1.772 -0.677  0.52
5 H 1.522 0.802 2.516  0.20
6 H 1.085 -0.986 2.225  0.17
7 H -0.159 0.321 1.992  0.20
8 H 1.004 -2.477 -0.529  0.20
9 H 0.672 -1.554 -1.952  0.22
10 H 2.265 -1.339 -1.073  0.23
11 H -1.163 -0.382 -1.315  0.18
12 H -2.476 2.813 -0.412  0.12
13 N 0.565 -0.455 -0.223  -0.13
14 N -1.058 1.288 -0.098  -0.63
15 O 1.302 0.330 0.636  -0.36
16 O -2.894 1.146 -1.468  -0.60

No. 11
Formula: C4H8N2O2
Source: the OMol25 dataset
Level of theory: wB97M-V/def2-TZVPD

**HOMO**: -9.36 eV
**HOMO-LUMO gap**: 9.6 eV
**Structure (SMILES)**: C=C(N)CO.N=C=O
**2S+1**: 1

Each line ends with the natural charge from an NBO analysis.
Geometry (Å):
1 C -1.289 0.934 -0.705  -0.13
2 C 0.521 0.824 1.043  -0.56
3 C 1.913 -0.190 -0.147  0.83
4 C -0.598 0.263 0.459  0.33
5 N 1.410 -1.325 -0.394  -0.89
6 O -2.029 0.046 -1.507  -0.71
7 N -0.918 -1.049 0.636  -0.88
8 O 2.818 0.568 -0.290  -0.55
9 H -2.310 -0.680 -0.927  0.49
10 H -0.024 -1.469 -0.023  0.44
11 H 1.961 -1.993 -0.912  0.42
12 H -0.616 -1.373 1.553  0.37
13 H -0.559 1.442 -1.342  0.20
14 H -1.934 1.717 -0.272  0.19
15 H 0.881 0.429 1.986  0.23
16 H 0.775 1.856 0.842  0.23

No. 12
Formula: C4H8N2O2
Source: the OMol25 dataset
Level of theory: wB97M-V/def2-TZVPD

**HOMO**: -8.23 eV
**HOMO-LUMO gap**: 8.8 eV
**Structure (SMILES)**: [H]/N=C(N)\C(O)=C(\C)O
**2S+1**: 1

Each line ends with the natural charge from an NBO analysis.
Geometry (Å):
1 C 0.239 -1.220 -1.980  -0.66
2 C 0.394 -0.154 0.307  0.11
3 C -0.291 -0.419 -0.828  0.26
4 C -0.220 0.773 1.308  0.38
5 N 0.135 2.085 1.352  -0.80
6 O 1.646 -0.633 0.613  -0.68
7 O -1.561 0.078 -1.076  -0.68
8 N -1.122 0.368 2.146  -0.70
9 H 1.849 -1.374 0.020  0.48
10 H -1.864 0.614 -0.317  0.49
11 H 1.088 2.280 1.070  0.39
12 H -0.122 2.514 2.234  0.40
13 H -1.274 -0.641 2.028  0.34
14 H 1.319 -1.380 -1.932  0.21
15 H -0.256 -2.195 -2.023  0.23
16 H 0.042 -0.694 -2.921  0.24

No. 13
Formula: C4H8N2O2
Source: the OMol25 dataset
Level of theory: wB97M-V/def2-TZVPD

**HOMO**: -7.23 eV
**HOMO-LUMO gap**: 8.0 eV
**Structure (SMILES)**: N/C(O)=C(/N)CC=O
**2S+1**: 1

Each line ends with the natural charge from an NBO analysis.
Geometry (Å):
1 C -1.074 0.813 -0.724  -0.53
2 C 0.777 -0.614 0.030  0.40
3 C 0.347 0.651 -0.289  0.06
4 N 0.379 -1.777 -0.634  -0.84
5 N 1.028 1.775 0.166  -0.81
6 C -1.600 0.017 0.502  0.41
7 O 1.949 -0.719 0.757  -0.70
8 O -2.079 -1.101 0.412  -0.60
9 H 2.426 -1.500 0.455  0.48
10 H 0.450 -2.598 -0.040  0.37
11 H -0.585 -1.763 -0.955  0.41
12 H 1.817 1.554 0.758  0.39
13 H 0.455 2.518 0.541  0.37
14 H -1.628 0.612 1.431  0.13
15 H -1.294 0.275 -1.642  0.23
16 H -1.368 1.857 -0.767  0.23

No. 14
Formula: C4H8N2O2
Source: the OMol25 dataset
Level of theory: wB97M-V/def2-TZVPD

**HOMO**: -9.23 eV
**HOMO-LUMO gap**: 9.2 eV
**Structure (SMILES)**: [H]/N=N\C(=O)C[C@H](C)O
**2S+1**: 1

Each line ends with the natural charge from an NBO analysis.
Geometry (Å):
1 C -1.569 -0.470 0.827  0.61
2 C -0.594 0.678 0.692  -0.54
3 C 0.650 0.164 0.022  0.12
4 C 0.432 0.104 -1.623  -0.63
5 N -2.278 -0.349 1.982  -0.10
6 N -2.412 -0.575 3.138  -0.22
7 O -1.769 -1.266 -0.047  -0.58
8 O 1.010 -1.118 0.413  -0.72
9 H -0.760 1.606 0.103  0.25
10 H -0.284 0.949 1.654  0.22
11 H 1.495 0.819 0.032  0.19
12 H -0.423 -0.469 -1.981  0.22
13 H 1.400 -0.265 -2.065  0.21
14 H 0.350 1.075 -1.869  0.18
15 H 0.193 -1.604 0.239  0.47
16 H -1.766 -1.177 3.732  0.31

No. 15
Formula: C4H8N2O2
Source: the OMol25 dataset
Level of theory: wB97M-V/def2-TZVPD

**HOMO**: -8.01 eV
**HOMO-LUMO gap**: 8.8 eV
**Structure (SMILES)**: N/C(=C/O)[C@H](N)C=O
**2S+1**: 1

Each line ends with the natural charge from an NBO analysis.
Geometry (Å):
1 C 1.197 -0.945 -0.555  -0.04
2 C -0.023 -0.316 -0.810  0.26
3 N -0.163 0.614 -1.779  -0.75
4 N -1.771 0.944 0.358  -0.86
5 C 0.610 0.316 1.118  0.36
6 C -0.823 -0.129 0.443  -0.18
7 O 1.197 -2.239 -0.063  -0.71
8 O 0.848 1.511 1.258  -0.65
9 H 1.294 -2.256 0.895  0.47
10 H 2.019 -0.767 -1.242  0.17
11 H 0.643 0.931 -2.292  0.40
12 H -0.892 1.295 -1.615  0.41
13 H -1.315 1.795 0.691  0.39
14 H -2.598 0.769 0.911  0.38
15 H 0.965 -0.463 1.814  0.13
16 H -1.190 -1.059 0.869  0.22

| no. | strongest force on any atom (eV/A) |
| --- | --- |
| 1 | 3.47 |
| 2 | 0.41 |
| 3 | 3.78 |
| 4 | 0.77 |
| 5 | 2.41 |
| 6 | 3.35 |
| 7 | 5.14 |
| 8 | 6.21 |
| 9 | 3.20 |
| 10 | 2.46 |
| 11 | 0.93 |
| 12 | 2.36 |
| 13 | 2.16 |
| 14 | 4.84 |
| 15 | 2.58 |